Record 1
The following is a quantum chemistry calculation of a 8-piece molecular cluster, C6H22Cl6O5 overall in a non-equilibrium geometry, from OMol25.

Results
LUMO level = 0.29 eV
M = 386.95 g mol⁻¹
Kohn-Sham gap = 0.403 Eh
SMILES = ClCCCl.ClCCCl.ClCCCl.O.O.O.O.O
E_HOMO = -10.66 eV

```
! wB97M-V def2-TZVPD RIJCOSX def2/J DEFGRID3
* xyz 0 1
Cl -3.509 -16.521 -8.004
C -3.425 -15.146 -6.763
C -4.829 -14.824 -6.437
Cl -5.773 -14.201 -7.818
H -3.021 -14.312 -7.352
H -2.721 -15.452 -6.013
H -4.965 -14.048 -5.670
H -5.313 -15.793 -6.053
Cl -3.447 -8.139 -3.977
C -4.111 -8.519 -5.602
C -3.052 -8.423 -6.723
Cl -2.297 -10.047 -6.797
H -4.924 -7.865 -5.768
H -4.527 -9.549 -5.681
H -2.299 -7.700 -6.511
H -3.637 -8.332 -7.649
Cl -8.578 -11.441 -10.837
C -9.009 -11.821 -9.131
C -10.239 -11.070 -8.632
Cl -10.078 -9.318 -8.802
H -8.089 -11.590 -8.595
H -9.120 -12.913 -9.052
H -10.205 -11.136 -7.521
H -11.197 -11.371 -9.068
O -6.104 -11.640 -4.192
H -5.355 -11.111 -3.860
H -5.996 -11.486 -5.113
O -5.475 -9.455 -9.869
H -6.449 -9.487 -10.007
H -5.125 -10.064 -10.502
O -9.253 -12.654 -4.945
H -9.875 -12.941 -4.275
H -8.732 -12.204 -4.317
O -9.068 -14.610 -6.990
H -8.308 -15.099 -7.166
H -8.841 -13.980 -6.279
O -6.063 -11.080 -7.003
H -6.119 -12.023 -7.181
H -5.619 -10.729 -7.777
*
```

Now the natural (NBO) charges, all in e: -0.10, -0.36, -0.41, -0.06, 0.23, 0.24, 0.25, 0.23, -0.07, -0.39, -0.38, -0.09, 0.22, 0.23, 0.23, 0.24, -0.10, -0.39, -0.40, -0.06, 0.22, 0.25, 0.25, 0.23, -0.96, 0.47, 0.48, -0.96, 0.49, 0.48, -0.94, 0.47, 0.48, -0.97, 0.46, 0.49, -0.98, 0.48, 0.50

=====

Record 2
The following is a quantum chemistry calculation of a 6-piece molecular cluster, C6H22O5 overall in a non-equilibrium geometry, from OMol25.

Results
LUMO level = 0.36 eV
M = 174.24 g mol⁻¹
Kohn-Sham gap = 0.343 Eh
SMILES = C=C(C)CCC.O.O.O.O.O
E_HOMO = -8.96 eV

```
! wB97M-V def2-TZVPD RIJCOSX def2/J DEFGRID3
* xyz 0 1
C 0.699 0.792 -3.025
C 0.879 -0.037 -2.002
C 2.247 -0.340 -1.456
C -0.295 -0.537 -1.185
C -1.669 0.016 -1.566
C -2.782 -0.775 -0.917
H 1.591 1.096 -3.579
H -0.174 1.077 -3.585
H 2.892 -0.530 -2.315
H 2.621 0.589 -1.017
H 2.160 -1.157 -0.753
H -0.043 -0.315 -0.146
H -0.332 -1.628 -1.223
H -1.713 0.063 -2.657
H -1.738 1.091 -1.362
H -2.543 -1.067 0.107
H -2.925 -1.772 -1.344
H -3.753 -0.287 -0.858
O 0.670 0.606 2.686
H 0.147 1.060 3.355
H 0.275 0.894 1.853
O 1.690 -1.643 1.772
H 1.322 -1.327 2.605
H 2.565 -1.256 1.726
O -2.155 1.526 1.438
H -2.833 1.463 2.118
H -2.349 0.793 0.841
O -0.827 -2.285 1.157
H -0.350 -1.500 1.423
H -0.329 -2.970 1.587
O 1.463 2.593 0.771
H 2.119 3.212 1.103
H 1.936 1.758 0.861
*
```

Now the natural (NBO) charges, all in e: -0.44, 0.05, -0.66, -0.43, -0.42, -0.64, 0.18, 0.20, 0.22, 0.21, 0.22, 0.18, 0.23, 0.21, 0.21, 0.22, 0.22, 0.21, -0.98, 0.48, 0.50, -0.97, 0.49, 0.48, -0.95, 0.47, 0.48, -0.95, 0.48, 0.47, -0.93, 0.47, 0.46

=====

Record 3
The following is a quantum chemistry calculation of C6H23AsB2F6NNa as an isolated structure in a non-equilibrium geometry, from OMol25.

Results
LUMO level = 4.10 eV
M = 342.78 g mol⁻¹
Kohn-Sham gap = 0.205 Eh
E_HOMO = -1.49 eV

```
! wB97M-V def2-TZVPD RIJCOSX def2/J DEFGRID3
* xyz -2 1
Na -0.826 0.056 0.828
B -3.334 0.930 0.284
H -4.444 1.217 0.500
H -2.665 1.222 1.174
H -3.302 -0.237 0.240
H -2.966 1.487 -0.682
B -2.048 -0.871 3.089
H -1.824 -1.403 2.088
H -2.596 0.120 2.864
H -2.695 -1.591 3.747
H -1.065 -0.612 3.659
As 1.237 1.932 2.792
F 0.482 2.266 1.194
F -0.375 1.907 3.420
F 1.956 1.517 4.317
F 2.779 2.010 1.986
F 1.301 3.650 3.118
F 1.030 0.218 2.313
C -1.172 -1.439 -2.480
C 0.262 -1.656 -1.958
N 0.777 -0.598 -1.089
C 1.874 -1.025 -0.215
C 3.086 -1.686 -0.871
C 1.193 0.606 -1.858
C 0.029 1.354 -2.516
H -1.529 -2.433 -2.774
H -1.250 -0.801 -3.356
H -1.911 -1.075 -1.761
H 0.205 -2.567 -1.359
H 0.824 -1.841 -2.884
H 1.491 -1.525 0.674
H 2.319 -0.126 0.218
H 2.864 -2.642 -1.346
H 3.858 -1.779 -0.104
H 3.539 -1.003 -1.595
H 1.654 1.212 -1.076
H 1.987 0.454 -2.604
H -0.821 1.311 -1.833
H 0.269 2.417 -2.613
H -0.190 1.025 -3.529
*
```

Now the natural (NBO) charges, all in e: 0.92, -0.79, -0.03, -0.03, -0.05, -0.08, -0.77, -0.10, -0.01, -0.06, -0.04, 2.83, -0.66, -0.60, -0.62, -0.64, -0.64, -0.65, -0.63, -0.22, -0.47, -0.23, -0.63, -0.23, -0.63, 0.19, 0.19, 0.26, 0.20, 0.15, 0.22, 0.22, 0.19, 0.21, 0.19, 0.22, 0.15, 0.26, 0.21, 0.18

=====

Record 4
The following is a quantum chemistry calculation of a 7-piece molecular cluster, C6H23NO6 overall in a non-equilibrium geometry, from OMol25.

Results
LUMO level = 0.38 eV
M = 205.25 g mol⁻¹
Kohn-Sham gap = 0.316 Eh
SMILES = C=C/C(=C\N)CC.O.O.O.O.O.O
E_HOMO = -8.23 eV

```
! wB97M-V def2-TZVPD RIJCOSX def2/J DEFGRID3
* xyz 0 1
C 0.512 0.736 1.677
C 0.452 0.218 0.454
C 0.184 -1.164 0.045
C 0.732 -1.653 -1.078
N 1.845 -1.065 -1.717
C -1.020 -1.923 0.595
C -1.154 -2.030 2.110
H 0.786 1.782 1.656
H 0.432 0.283 2.650
H 0.574 0.839 -0.427
H 0.514 -2.644 -1.455
H 2.569 -1.751 -1.875
H 2.176 -0.244 -1.228
H -1.909 -1.398 0.226
H -1.092 -2.917 0.148
H -1.221 -1.021 2.506
H -0.396 -2.612 2.628
H -2.027 -2.649 2.345
O 0.814 3.621 -0.428
H 0.517 3.881 0.452
H 0.065 3.106 -0.755
O -2.087 2.224 0.525
H -1.716 1.880 1.344
H -2.737 1.540 0.267
O 2.882 -1.653 1.813
H 2.164 -1.046 1.703
H 3.583 -1.044 2.080
O -4.048 0.452 -0.401
H -4.016 -0.400 0.048
H -3.728 0.258 -1.292
O -1.905 -1.032 -3.025
H -1.488 -0.355 -3.572
H -1.115 -1.459 -2.660
O 3.110 1.878 -0.233
H 3.338 1.851 -1.168
H 2.471 2.621 -0.196
*
```

Now the natural (NBO) charges, all in e: -0.45, -0.18, -0.14, 0.01, -0.84, -0.40, -0.62, 0.20, 0.21, 0.21, 0.19, 0.38, 0.39, 0.18, 0.21, 0.20, 0.22, 0.21, -0.96, 0.48, 0.50, -0.98, 0.47, 0.50, -0.94, 0.47, 0.47, -0.95, 0.48, 0.49, -0.95, 0.47, 0.48, -0.97, 0.46, 0.50

=====

Record 5
The following is a quantum chemistry calculation of a 9-piece molecular cluster, C6H23NO8 overall in a non-equilibrium geometry, from OMol25.

Results
LUMO level = 0.15 eV
M = 237.25 g mol⁻¹
Kohn-Sham gap = 0.304 Eh
SMILES = C=Cc1ccc[nH]1.O.O.O.O.O.O.O.O
E_HOMO = -8.12 eV

```
! wB97M-V def2-TZVPD RIJCOSX def2/J DEFGRID3
* xyz 0 1
C 2.471 -1.090 0.543
C 1.122 -1.110 0.431
C 0.260 0.073 0.682
C -0.835 0.318 -0.054
C -1.386 1.536 0.466
C -0.575 2.035 1.406
N 0.427 1.134 1.583
H 3.161 -0.350 0.618
H 2.985 -2.140 0.387
H 0.635 -1.997 -0.057
H -1.235 -0.331 -0.869
H -2.379 1.986 0.028
H -0.545 2.841 2.180
H 1.259 1.138 2.058
O 2.004 1.060 -1.723
H 2.260 0.988 -0.817
H 1.326 1.709 -1.709
O 2.692 -1.814 -2.618
H 1.961 -1.766 -3.170
H 2.816 -0.864 -2.566
O -3.515 -1.082 -0.520
H -2.912 -1.896 -0.834
H -3.960 -1.252 0.360
O 0.729 3.062 -3.403
H 1.552 2.672 -3.629
H 0.128 2.300 -3.528
O -2.463 -0.734 2.218
H -2.103 0.157 2.333
H -2.369 -0.773 1.231
O -0.637 -2.088 3.269
H -0.870 -2.732 3.881
H -1.438 -1.611 2.932
O 1.973 -1.170 2.837
H 1.219 -1.688 2.582
H 1.577 -0.743 3.643
O -1.485 1.347 -3.557
H -2.077 1.892 -3.871
H -1.775 0.979 -2.740
*
```

Now the natural (NBO) charges, all in e: -0.30, -0.28, 0.10, -0.33, -0.34, -0.08, -0.52, 0.18, 0.22, 0.23, 0.22, 0.24, 0.23, 0.42, -0.96, 0.47, 0.49, -0.93, 0.45, 0.48, -0.97, 0.49, 0.50, -0.96, 0.46, 0.49, -0.95, 0.49, 0.50, -1.02, 0.47, 0.49, -0.96, 0.50, 0.47, -0.93, 0.47, 0.48

=====

Record 6
The following is a quantum chemistry calculation of a 7-piece molecular cluster, C6H24IN12O6 overall in a non-equilibrium geometry, from OMol25.

Results
LUMO level = 2.00 eV
M = 487.24 g mol⁻¹
Kohn-Sham gap = 0.274 Eh
E_HOMO = -5.47 eV

```
! wB97M-V def2-TZVPD RIJCOSX def2/J DEFGRID3
* xyz -1 1
I -0.236 -0.293 0.186
C 0.951 -2.454 3.938
O 1.662 -2.877 3.016
N -0.015 -1.640 3.598
N 0.997 -2.804 5.172
H -0.835 -1.357 4.116
H -0.192 -1.697 2.605
H 0.411 -2.255 5.785
H 1.588 -3.471 5.648
C -4.502 1.431 1.768
O -5.092 1.322 0.744
N -3.229 1.132 2.001
N -5.055 1.914 2.839
H -2.703 0.833 1.193
H -2.744 1.336 2.863
H -6.056 1.849 2.960
H -4.362 1.982 3.571
C 2.856 2.704 0.963
O 2.868 2.837 -0.241
N 1.920 2.416 1.776
N 3.781 3.134 1.693
H 1.063 2.010 1.428
H 2.037 2.579 2.765
H 4.439 3.723 1.203
H 3.864 2.804 2.643
C 2.894 -0.843 -3.037
O 3.476 -1.454 -2.151
N 1.752 -0.290 -2.779
N 3.252 -0.963 -4.300
H 1.279 -0.641 -1.958
H 1.317 0.505 -3.225
H 4.149 -1.427 -4.307
H 3.042 -0.295 -5.028
C -1.798 -4.007 -1.986
O -1.709 -5.149 -2.381
N -1.811 -3.756 -0.718
N -1.818 -2.904 -2.687
H -1.862 -4.561 -0.111
H -1.213 -2.958 -0.558
H -1.525 -2.024 -2.288
H -2.011 -2.891 -3.678
C 0.081 2.556 -3.280
O 0.705 2.911 -4.287
N -1.140 2.115 -3.217
N 0.700 2.271 -2.190
H -1.531 2.301 -4.130
H -1.611 2.034 -2.328
H 0.270 1.900 -1.355
H 1.698 2.412 -2.253
*
```

Now the natural (NBO) charges, all in e: -0.91, 0.73, -0.67, -0.85, -0.81, 0.37, 0.44, 0.37, 0.41, 0.75, -0.66, -0.85, -0.83, 0.44, 0.37, 0.40, 0.37, 0.74, -0.69, -0.81, -0.82, 0.42, 0.37, 0.40, 0.38, 0.75, -0.69, -0.85, -0.83, 0.43, 0.40, 0.39, 0.39, 0.75, -0.69, -0.84, -0.84, 0.39, 0.41, 0.41, 0.39, 0.73, -0.73, -0.84, -0.83, 0.40, 0.41, 0.41, 0.43

=====

Record 7
The following is a quantum chemistry calculation of a 6-piece molecular cluster, C6H24N12O6 overall in a non-equilibrium geometry, from OMol25.

Results
<S²> = 0.759
LUMO level (spin up / spin down) = -3.18 / -8.71 eV
M = 360.34 g mol⁻¹
Kohn-Sham gap (spin up / spin down) = 0.284 / 0.081 Eh
E_HOMO (spin up / spin down) = -10.91 / -10.90 eV

```
! wB97M-V def2-TZVPD RIJCOSX def2/J DEFGRID3
* xyz 1 2
C -0.161 -0.137 0.684
O -0.552 0.383 1.804
N -0.478 -1.322 0.308
N 0.655 0.397 -0.118
H -1.277 -1.750 0.755
H -0.320 -1.474 -0.678
H 1.101 1.272 0.120
H 0.819 -0.037 -1.015
C -0.832 0.191 -3.482
O -0.367 -0.839 -2.954
N -0.086 1.190 -3.949
N -2.083 0.486 -3.670
H -0.495 2.076 -4.210
H 0.912 1.067 -3.862
H -2.309 1.002 -4.508
H -2.733 0.133 -2.982
C -1.133 4.051 1.262
O -1.775 5.030 1.029
N -1.638 2.963 1.707
N 0.103 4.125 1.172
H -0.931 2.317 2.027
H -2.635 2.920 1.862
H 0.566 3.243 1.338
H 0.559 4.956 0.822
C -3.479 -2.570 1.610
O -3.610 -3.403 2.541
N -3.653 -1.267 1.641
N -3.063 -2.924 0.486
H -3.913 -0.879 2.536
H -3.339 -0.724 0.850
H -3.072 -2.277 -0.290
H -2.907 -3.901 0.284
C 3.525 0.682 -2.506
O 2.759 1.593 -2.240
N 4.231 0.733 -3.599
N 3.888 -0.309 -1.675
H 4.097 1.564 -4.158
H 4.952 0.043 -3.754
H 3.751 -0.307 -0.675
H 4.369 -1.087 -2.105
C 1.571 -2.232 3.845
O 2.306 -2.465 4.767
N 0.476 -1.528 3.897
N 1.944 -2.609 2.633
H 0.065 -1.360 4.804
H 0.069 -1.222 3.024
H 1.191 -3.120 2.193
H 2.931 -2.673 2.429
*
```

Now the natural (NBO) charges, all in e: 0.75, -0.79, -0.85, -0.79, 0.41, 0.42, 0.42, 0.43, 0.77, -0.74, -0.82, -0.84, 0.40, 0.42, 0.41, 0.40, 0.72, -0.69, -0.83, -0.79, 0.40, 0.41, 0.35, 0.43, 0.73, -0.69, -0.82, -0.81, 0.42, 0.39, 0.38, 0.42, 0.76, -0.70, -0.81, -0.85, 0.42, 0.39, 0.41, 0.39, 0.70, -0.12, -0.72, -0.67, 0.44, 0.46, 0.44, 0.44

=====

What did the seventh record say?
The following is a quantum chemistry calculation of a 6-piece molecular cluster, C6H24N12O6 overall in a non-equilibrium geometry, from OMol25.

Results
<S²> = 0.759
LUMO level (spin up / spin down) = -3.18 / -8.71 eV
M = 360.34 g mol⁻¹
Kohn-Sham gap (spin up / spin down) = 0.284 / 0.081 Eh
E_HOMO (spin up / spin down) = -10.91 / -10.90 eV

```
! wB97M-V def2-TZVPD RIJCOSX def2/J DEFGRID3
* xyz 1 2
C -0.161 -0.137 0.684
O -0.552 0.383 1.804
N -0.478 -1.322 0.308
N 0.655 0.397 -0.118
H -1.277 -1.750 0.755
H -0.320 -1.474 -0.678
H 1.101 1.272 0.120
H 0.819 -0.037 -1.015
C -0.832 0.191 -3.482
O -0.367 -0.839 -2.954
N -0.086 1.190 -3.949
N -2.083 0.486 -3.670
H -0.495 2.076 -4.210
H 0.912 1.067 -3.862
H -2.309 1.002 -4.508
H -2.733 0.133 -2.982
C -1.133 4.051 1.262
O -1.775 5.030 1.029
N -1.638 2.963 1.707
N 0.103 4.125 1.172
H -0.931 2.317 2.027
H -2.635 2.920 1.862
H 0.566 3.243 1.338
H 0.559 4.956 0.822
C -3.479 -2.570 1.610
O -3.610 -3.403 2.541
N -3.653 -1.267 1.641
N -3.063 -2.924 0.486
H -3.913 -0.879 2.536
H -3.339 -0.724 0.850
H -3.072 -2.277 -0.290
H -2.907 -3.901 0.284
C 3.525 0.682 -2.506
O 2.759 1.593 -2.240
N 4.231 0.733 -3.599
N 3.888 -0.309 -1.675
H 4.097 1.564 -4.158
H 4.952 0.043 -3.754
H 3.751 -0.307 -0.675
H 4.369 -1.087 -2.105
C 1.571 -2.232 3.845
O 2.306 -2.465 4.767
N 0.476 -1.528 3.897
N 1.944 -2.609 2.633
H 0.065 -1.360 4.804
H 0.069 -1.222 3.024
H 1.191 -3.120 2.193
H 2.931 -2.673 2.429
*
```

Now the natural (NBO) charges, all in e: 0.75, -0.79, -0.85, -0.79, 0.41, 0.42, 0.42, 0.43, 0.77, -0.74, -0.82, -0.84, 0.40, 0.42, 0.41, 0.40, 0.72, -0.69, -0.83, -0.79, 0.40, 0.41, 0.35, 0.43, 0.73, -0.69, -0.82, -0.81, 0.42, 0.39, 0.38, 0.42, 0.76, -0.70, -0.81, -0.85, 0.42, 0.39, 0.41, 0.39, 0.70, -0.12, -0.72, -0.67, 0.44, 0.46, 0.44, 0.44